No. 1
Molecular formula: C4H7ClFNO
Method: DFT, the ωB97M-V functional and the def2-TZVPD basis

Positions of all 15 atoms, in Å:
C (2.395, 0.702, 0.165)
C (1.769, -0.594, -0.450)
C (-1.769, -0.702, 0.056)
C (-2.830, 0.397, 0.279)
H (2.236, 0.906, 1.422)
H (2.134, 1.892, -0.528)
H (3.754, 0.512, 0.039)
H (1.727, -0.422, -1.477)
H (2.483, -1.466, -0.077)
H (-1.683, -1.769, 0.493)
H (-2.872, 0.894, 1.332)
N (-0.633, -0.121, -0.369)
O (0.390, -1.103, -0.178)
F (-2.618, 1.306, -0.541)
Cl (-4.484, -0.433, -0.166)

* relative energy (zero: lowest compared OMol25 entry of this formula, charge and spin): 521.13 kJ/mol
* E_LUMO: 0.497 eV
* highest occupied orbital energy: -9.78 eV

=====

No. 2
Molecular formula: C4H7ClN2
Method: DFT, the ωB97M-V functional and the def2-TZVPD basis

Positions of all 14 atoms, in Å:
C (-0.766, 1.824, -0.106)
C (1.534, -1.287, -0.089)
C (0.747, -0.158, -0.875)
C (0.126, 0.785, 0.106)
N (-1.678, 2.535, -0.287)
N (-2.017, -0.350, 0.883)
Cl (-3.302, 0.696, 0.498)
H (2.213, -1.505, -0.847)
H (1.923, -0.782, 0.775)
H (0.977, -2.122, 0.210)
H (-0.001, -0.731, -1.533)
H (1.470, 0.253, -1.603)
H (0.544, 0.853, 1.068)
H (-1.769, -0.011, 1.801)

* relative energy (zero: lowest compared OMol25 entry of this formula, charge and spin): 124.13 kJ/mol
* E_LUMO (alpha / beta): 0.752 / -2.173 eV
* highest occupied orbital energy (alpha / beta): -8.18 / -10.42 eV
* multiplicity: 3

=====

No. 3
Molecular formula: C4H7ClO
Method: DFT, the ωB97M-V functional and the def2-TZVPD basis

Positions of all 13 atoms, in Å:
C (-1.100, -1.301, 1.602)
C (-0.534, -0.994, 0.324)
C (0.113, 0.134, -0.046)
C (0.724, 0.187, -1.470)
H (-2.144, -1.555, 1.624)
H (-1.050, -0.479, 2.486)
H (-0.678, -2.143, 2.347)
H (-0.395, -1.787, -0.475)
H (1.885, 0.378, -1.513)
H (0.081, 1.008, -2.049)
H (0.957, -1.696, -1.150)
O (0.416, -1.135, -1.943)
Cl (0.164, 1.600, 0.695)

* relative energy (zero: lowest compared OMol25 entry of this formula, charge and spin): 299.40 kJ/mol
* E_LUMO: 0.757 eV
* highest occupied orbital energy: -9.12 eV

=====

No. 4
Molecular formula: C4H7ClO
Method: DFT, the ωB97M-V functional and the def2-TZVPD basis

Positions of all 13 atoms, in Å:
C (-2.598, -0.055, -0.424)
C (-0.633, 0.088, 0.772)
C (0.608, 0.532, 0.166)
C (0.992, 1.791, -0.171)
H (-3.090, -0.835, -0.993)
H (-2.418, 0.912, -0.949)
H (-3.176, 0.240, 0.504)
H (-0.427, -0.576, 1.648)
H (-1.226, 1.018, 1.252)
H (1.975, 2.011, -0.533)
H (0.326, 2.652, -0.290)
O (-1.446, -0.679, -0.040)
Cl (1.728, -0.831, -0.140)

* relative energy (zero: lowest compared OMol25 entry of this formula, charge and spin): 190.05 kJ/mol
* E_LUMO: 0.885 eV
* highest occupied orbital energy: -9.71 eV

=====

No. 5
Molecular formula: C4H7ClO
Method: DFT, the ωB97M-V functional and the def2-TZVPD basis

Positions of all 13 atoms, in Å:
C (1.129, 0.541, -1.398)
C (0.808, 0.361, -0.145)
C (1.783, 0.680, 1.960)
C (-2.146, -1.054, -0.487)
O (0.950, 0.890, 1.000)
Cl (-3.570, -0.065, -0.087)
H (1.778, 1.346, -1.730)
H (0.727, -0.092, -2.171)
H (1.502, 1.061, 2.922)
H (2.660, 0.068, 1.831)
H (-1.246, -0.458, -0.320)
H (-2.153, -1.930, 0.154)
H (-2.223, -1.347, -1.529)

* relative energy (zero: lowest compared OMol25 entry of this formula, charge and spin): 516.32 kJ/mol
* E_LUMO (alpha / beta): 0.084 / 0.301 eV
* highest occupied orbital energy (alpha / beta): -8.17 / -8.29 eV

=====

No. 6
Molecular formula: C4H7ClO2
Method: DFT, the ωB97M-V functional and the def2-TZVPD basis

Positions of all 14 atoms, in Å:
C (1.461, -2.228, -0.899)
C (-2.121, 1.263, -0.408)
C (1.354, 0.903, 0.933)
C (-0.940, 0.610, 0.382)
O (0.895, -1.425, -1.542)
O (0.161, 1.299, 0.475)
Cl (-0.972, -0.907, 1.264)
H (2.443, -1.997, -0.565)
H (-1.513, 1.950, -1.015)
H (-2.755, 1.733, 0.456)
H (-2.574, 0.392, -0.826)
H (1.715, -0.017, 1.210)
H (1.913, 1.715, 1.239)
H (0.933, -3.291, -0.704)

* relative energy (zero: lowest compared OMol25 entry of this formula, charge and spin): 481.45 kJ/mol
* E_LUMO (alpha / beta): 0.780 / 0.764 eV
* highest occupied orbital energy (alpha / beta): -7.48 / -6.92 eV

=====

No. 7
Molecular formula: C4H7ClO3
Method: DFT, the ωB97M-V functional and the def2-TZVPD basis

Positions of all 15 atoms, in Å:
C (3.099, 0.600, 1.159)
C (-2.319, 0.784, -0.046)
C (-1.714, -0.563, -0.354)
C (-0.183, -0.474, -0.223)
O (3.893, 1.394, 1.318)
O (0.544, -0.801, -1.063)
O (0.109, -0.054, 1.010)
Cl (3.840, -1.076, -0.464)
H (-1.909, 1.493, -0.807)
H (-1.955, 1.018, 0.928)
H (-3.353, 0.733, -0.071)
H (-1.881, -0.840, -1.423)
H (-2.136, -1.406, 0.163)
H (2.895, -0.885, -1.224)
H (1.071, 0.077, 1.097)

* relative energy (zero: lowest compared OMol25 entry of this formula, charge and spin): 64.81 kJ/mol
* E_LUMO: 0.797 eV
* highest occupied orbital energy: -10.56 eV

=====

No. 8
Molecular formula: C4H7ClS
Method: DFT, the ωB97M-V functional and the def2-TZVPD basis

Positions of all 13 atoms, in Å:
C (-1.276, -1.622, 0.597)
C (-0.308, 0.945, 0.204)
C (-0.471, 2.232, 0.033)
C (0.982, 0.375, 0.845)
H (-0.270, -2.006, 0.560)
H (-1.918, -2.408, 0.192)
H (-1.607, -1.334, 1.583)
H (0.245, 2.996, 0.390)
H (-1.379, 2.609, -0.537)
H (0.730, -0.288, 1.646)
H (1.555, 1.193, 1.180)
S (-1.458, -0.202, -0.520)
Cl (1.906, -0.536, -0.398)

* relative energy (zero: lowest compared OMol25 entry of this formula, charge and spin): 25.47 kJ/mol
* E_LUMO: 0.882 eV
* highest occupied orbital energy: -8.53 eV

=====

No. 9
Molecular formula: C4H7ClS
Method: DFT, the ωB97M-V functional and the def2-TZVPD basis

Positions of all 13 atoms, in Å:
C (0.157, 0.124, 0.811)
C (-0.869, 0.630, -0.235)
C (-0.147, -0.376, -1.226)
C (0.474, -1.083, -0.039)
H (0.901, 2.293, 1.797)
H (-0.209, -0.206, 1.844)
H (-1.912, 0.256, 0.157)
H (-0.799, 1.594, -0.604)
H (0.296, 0.292, -2.021)
H (-0.948, -1.049, -1.693)
H (-0.466, -1.707, 0.194)
S (1.591, 1.337, 1.057)
Cl (1.930, -2.104, -0.041)

* relative energy (zero: lowest compared OMol25 entry of this formula, charge and spin): 136.92 kJ/mol
* E_LUMO: 0.714 eV
* highest occupied orbital energy: -9.13 eV

=====

No. 10
Molecular formula: C4H7ClS3
Method: DFT, the ωB97M-V functional and the def2-TZVPD basis

Positions of all 15 atoms, in Å:
C (-0.533, -2.747, 0.276)
C (0.407, -1.678, 0.824)
C (0.282, 0.920, -0.801)
C (0.036, 2.338, -0.756)
H (-2.344, -4.341, 0.853)
H (0.001, -3.819, 0.399)
H (-0.815, -2.569, -0.735)
H (0.910, -1.794, 1.790)
H (1.253, -1.605, 0.095)
H (-0.998, 2.565, -0.239)
H (0.052, 2.850, -1.733)
S (-2.073, -2.716, 1.320)
S (0.027, 0.148, 0.831)
S (0.573, 0.265, -2.296)
Cl (1.432, 3.092, 0.272)

* relative energy (zero: lowest compared OMol25 entry of this formula, charge and spin): 191.33 kJ/mol
* E_LUMO: -0.898 eV
* highest occupied orbital energy: -9.10 eV

=====

No. 11
Molecular formula: C4H7EuO4
Method: DFT, the ωB97M-V functional and the def2-TZVPD basis

Positions of all 16 atoms, in Å:
O (0.087, -1.895, 0.717)
C (-0.285, -1.654, -0.511)
O (-1.342, -0.882, -0.563)
Eu (-2.766, -2.996, -0.577)
O (-0.016, -2.379, -1.481)
C (1.336, -0.687, 1.118)
H (2.041, -0.817, 0.287)
H (1.465, 0.174, 1.785)
H (1.595, -1.341, 1.961)
C (-0.315, 1.467, -0.886)
C (0.376, 1.737, 0.291)
O (-1.484, 2.083, -1.217)
H (0.271, 1.292, -1.793)
H (-0.237, 1.774, 1.198)
H (1.388, 2.123, 0.162)
H (-2.114, 2.001, -0.492)

* E_LUMO (alpha / beta): 0.054 / -0.217 eV
* highest occupied orbital energy (alpha / beta): -5.66 / -7.81 eV
* multiplicity: 9

=====

No. 12
Molecular formula: C4H7EuO4
Method: DFT, the ωB97M-V functional and the def2-TZVPD basis

Positions of all 16 atoms, in Å:
O (1.379, -1.100, 0.903)
C (1.844, 0.081, 0.798)
O (3.083, 0.354, 0.879)
Eu (3.246, 2.043, -0.618)
O (1.126, 0.994, 0.159)
C (0.306, -1.573, -0.514)
H (1.036, -2.342, -0.810)
H (-0.497, -2.320, -0.561)
H (0.560, -0.839, -1.285)
C (-1.304, 0.797, 0.602)
C (-1.744, -0.188, -0.290)
O (-1.831, 2.052, 0.579)
H (-1.241, 0.480, 1.649)
H (-1.831, 0.115, -1.340)
H (-2.357, -0.970, 0.161)
H (-1.777, 2.416, -0.313)

* total charge: +2
* E_LUMO (alpha / beta): -8.188 / -9.839 eV
* highest occupied orbital energy (alpha / beta): -16.70 / -15.70 eV
* multiplicity: 7

=====

Which formula does entry 10 have?
C4H7ClS3

=====

Please write out number 5 again, unchanged.
Molecular formula: C4H7ClO
Method: DFT, the ωB97M-V functional and the def2-TZVPD basis

Positions of all 13 atoms, in Å:
C (1.129, 0.541, -1.398)
C (0.808, 0.361, -0.145)
C (1.783, 0.680, 1.960)
C (-2.146, -1.054, -0.487)
O (0.950, 0.890, 1.000)
Cl (-3.570, -0.065, -0.087)
H (1.778, 1.346, -1.730)
H (0.727, -0.092, -2.171)
H (1.502, 1.061, 2.922)
H (2.660, 0.068, 1.831)
H (-1.246, -0.458, -0.320)
H (-2.153, -1.930, 0.154)
H (-2.223, -1.347, -1.529)

* relative energy (zero: lowest compared OMol25 entry of this formula, charge and spin): 516.32 kJ/mol
* E_LUMO (alpha / beta): 0.084 / 0.301 eV
* highest occupied orbital energy (alpha / beta): -8.17 / -8.29 eV